1.
Entry from the Open Molecules 2025 dataset: 6 unconnected molecules or ions with the total composition C28H28Br4N4O8 at a distorted geometry (ωB97M-V/def2-TZVPD).

ORCA input file:
```
! RIJCOSX wB97M-V def2-TZVPD def2/J DEFGRID3
* xyz 0 1
Br 16.16 11.54 12.04
C 15.46 13.00 13.25
C 14.03 13.32 12.82
Br 13.22 14.82 13.89
H 16.12 13.85 13.08
H 15.55 12.75 14.31
H 13.32 12.49 12.81
H 14.07 13.67 11.79
Br 13.86 10.69 15.07
C 12.81 10.67 16.74
C 11.97 11.92 16.75
Br 10.49 11.89 18.14
H 13.36 10.42 17.64
H 12.08 9.86 16.69
H 11.45 12.13 15.82
H 12.66 12.69 17.09
C 12.58 9.85 10.44
C 12.74 9.10 9.30
C 13.37 7.81 9.39
C 13.73 7.30 10.68
C 13.58 8.12 11.80
C 13.07 9.39 11.70
N 14.34 5.94 10.80
O 14.35 5.20 9.81
O 14.91 5.63 11.84
H 12.19 10.86 10.47
H 12.46 9.48 8.33
H 13.67 7.23 8.53
H 13.73 7.83 12.83
H 12.94 10.02 12.56
C 8.52 6.29 21.81
C 8.12 6.33 20.50
C 8.96 7.02 19.58
C 10.13 7.60 20.04
C 10.43 7.63 21.39
C 9.73 6.80 22.29
N 11.03 8.28 19.08
O 12.13 8.57 19.50
O 10.73 8.33 17.88
H 7.93 5.74 22.53
H 7.30 5.77 20.09
H 8.73 6.95 18.52
H 11.27 8.21 21.74
H 9.99 6.76 23.34
C 6.43 12.20 15.11
C 7.53 11.88 15.89
C 8.60 11.26 15.31
C 8.44 10.70 14.03
C 7.26 10.86 13.29
C 6.30 11.59 13.84
N 9.58 10.04 13.42
O 9.55 9.96 12.20
O 10.54 9.72 14.07
H 5.63 12.90 15.33
H 7.59 12.28 16.89
H 9.49 11.09 15.89
H 7.10 10.48 12.29
H 5.39 11.78 13.30
C 8.72 12.73 21.50
C 7.70 12.03 22.03
C 6.97 12.47 23.09
C 7.23 13.81 23.51
C 8.20 14.59 22.92
C 9.00 14.00 21.97
N 6.40 14.36 24.60
O 6.63 15.54 24.93
O 5.45 13.75 25.00
H 9.21 12.24 20.67
H 7.41 11.05 21.68
H 6.16 11.90 23.51
H 8.32 15.59 23.31
H 9.85 14.43 21.47
*
```

Calculated values
SMILES	O=[N+]([O-])c1ccccc1.O=[N+]([O-])c1ccccc1.O=[N+]([O-])c1ccccc1.O=[N+]([O-])c1ccccc1.BrCCBr.BrCCBr
E_LUMO	-0.912	eV
electronic energy	-331988.062	eV
HOMO	-9.52	eV
Kohn-Sham gap	8.61	eV



2.
Entry from the Open Molecules 2025 dataset: 7 unconnected molecules or ions with the total composition C45H99N5O7 at a distorted geometry (ωB97M-V/def2-TZVPD).

ORCA input file:
```
! RIJCOSX wB97M-V def2-TZVPD def2/J DEFGRID3
* xyz 0 1
O -13.21 -2.96 14.33
H -12.49 -2.34 14.48
H -13.27 -3.46 15.15
O -15.50 -5.83 11.87
H -15.17 -4.98 12.16
H -15.11 -5.96 11.01
C -10.41 -14.53 2.22
C -11.33 -13.39 2.82
C -12.60 -13.34 1.93
C -13.73 -12.55 2.55
C -13.96 -13.02 4.03
C -12.76 -12.85 4.96
N -11.68 -13.63 4.24
O -10.49 -13.69 4.99
C -12.41 -11.38 5.19
C -13.21 -13.46 6.25
C -10.61 -12.03 2.70
H -9.61 -14.64 2.95
H -9.82 -14.34 1.32
H -10.92 -15.49 2.07
H -12.52 -12.84 0.96
H -13.07 -14.25 1.57
H -14.67 -12.58 1.99
H -13.43 -11.50 2.54
H -14.00 -14.10 3.87
H -14.89 -12.62 4.42
H -11.37 -11.08 5.06
H -12.86 -10.75 4.42
H -12.79 -11.08 6.17
H -13.32 -14.54 6.11
H -12.55 -13.21 7.08
H -14.22 -13.15 6.49
H -11.38 -11.29 2.49
H -9.94 -11.96 1.85
H -9.90 -11.69 3.45
H -10.11 -14.56 4.85
C -18.33 2.74 14.90
C -19.44 2.17 15.75
C -19.84 0.76 15.30
C -20.81 0.04 16.31
C -19.99 -0.13 17.62
C -19.49 1.24 18.23
N -18.84 2.11 17.17
O -18.23 3.20 17.70
C -20.49 1.96 19.13
C -18.26 0.72 19.11
C -20.63 3.06 15.65
H -17.52 2.01 15.01
H -18.15 3.81 15.01
H -18.60 2.65 13.84
H -20.44 0.77 14.39
H -18.90 0.23 15.15
H -21.25 -0.86 15.87
H -21.76 0.55 16.51
H -19.16 -0.80 17.39
H -20.61 -0.66 18.35
H -21.42 2.30 18.69
H -20.83 1.21 19.85
H -20.04 2.77 19.71
H -17.35 0.63 18.53
H -18.10 1.38 19.96
H -18.44 -0.25 19.56
H -20.50 4.14 15.72
H -21.42 2.86 16.38
H -21.17 3.14 14.70
H -18.99 3.69 18.03
C -16.79 -9.74 18.14
C -18.26 -10.36 17.99
C -19.09 -9.80 19.26
C -20.56 -10.00 19.19
C -21.05 -9.32 17.94
C -20.33 -9.68 16.56
N -18.88 -9.81 16.74
O -18.19 -9.96 15.54
C -20.92 -11.01 16.11
C -20.72 -8.51 15.60
C -18.18 -11.93 18.04
H -16.31 -10.09 19.06
H -16.91 -8.68 18.38
H -16.15 -9.82 17.27
H -18.74 -10.49 20.02
H -18.88 -8.78 19.59
H -20.98 -9.45 20.03
H -20.94 -11.02 19.19
H -21.10 -8.25 18.17
H -22.09 -9.55 17.72
H -22.01 -11.01 16.03
H -20.52 -11.36 15.16
H -20.62 -11.73 16.87
H -20.37 -8.80 14.62
H -21.80 -8.36 15.62
H -20.25 -7.53 15.69
H -17.46 -12.44 18.68
H -17.94 -12.36 17.06
H -19.20 -12.28 18.20
H -17.76 -9.15 15.25
C -22.55 -9.67 5.25
C -22.67 -9.02 6.60
C -23.31 -7.66 6.31
C -24.80 -7.74 5.93
C -25.48 -8.38 7.15
C -24.98 -9.79 7.55
N -23.48 -9.76 7.52
O -22.97 -11.05 7.98
C -25.44 -9.97 9.13
C -25.53 -10.93 6.75
C -21.23 -8.69 7.24
H -21.60 -9.40 4.78
H -23.38 -9.59 4.55
H -22.54 -10.74 5.45
H -23.21 -6.97 7.15
H -22.70 -7.22 5.52
H -24.99 -8.22 4.97
H -25.21 -6.74 5.80
H -26.50 -8.46 6.78
H -25.46 -7.72 8.02
H -25.23 -9.09 9.74
H -26.50 -10.16 9.01
H -25.06 -10.85 9.65
H -25.19 -10.71 5.74
H -25.02 -11.84 7.06
H -26.61 -11.02 6.68
H -20.60 -8.16 6.54
H -20.73 -9.64 7.43
H -21.24 -8.12 8.17
H -22.40 -10.80 8.71
C -12.68 -0.06 6.07
C -13.35 -1.50 6.22
C -14.72 -1.19 6.90
C -15.81 -0.75 5.97
C -15.94 -1.72 4.79
C -14.63 -1.77 3.96
N -13.57 -2.27 4.92
O -12.37 -2.33 4.34
C -14.87 -2.97 2.96
C -14.29 -0.45 3.18
C -12.51 -2.25 7.21
H -12.11 0.34 6.91
H -13.21 0.74 5.53
H -11.80 -0.03 5.43
H -14.99 -2.18 7.27
H -14.53 -0.51 7.73
H -15.60 0.21 5.49
H -16.72 -0.70 6.58
H -16.78 -1.38 4.18
H -16.19 -2.66 5.28
H -13.95 -3.54 2.78
H -15.36 -3.79 3.48
H -15.44 -2.60 2.11
H -13.55 0.20 3.64
H -13.95 -0.61 2.15
H -15.12 0.26 3.21
H -12.40 -1.80 8.19
H -11.49 -2.34 6.83
H -12.74 -3.31 7.32
H -12.32 -3.29 4.39
*
```

Calculated values
SMILES	CC1(C)CCCC(C)(C)N1O.CC1(C)CCCC(C)(C)N1O.CC1(C)CCCC(C)(C)N1O.CC1(C)CCCC(C)(C)N1O.CC1(C)CCCC(C)(C)N1O.O.O
E_LUMO	0.463	eV
electronic energy	-70042.022	eV
HOMO	-7.89	eV
Kohn-Sham gap	8.35	eV



3.
Entry from the Open Molecules 2025 dataset: a molecular structure, C4H3Cl5N2 at a distorted geometry (ωB97M-V/def2-TZVPD).

ORCA input file:
```
! RIJCOSX wB97M-V def2-TZVPD def2/J DEFGRID3
* xyz 0 1
C 0.25 1.35 0.34
C 1.20 0.92 -0.51
C -0.89 0.46 0.79
C -1.00 -0.73 -0.18
N 1.19 -0.33 -1.20
N 0.23 -1.36 -0.50
Cl -2.53 1.15 0.98
Cl -1.99 -2.07 0.34
Cl -1.72 -0.25 -1.71
Cl 2.76 -0.94 -1.50
Cl 0.99 -2.10 0.94
H 0.33 2.21 0.94
H 2.02 1.64 -0.61
H -0.84 0.05 1.87
*
```

Calculated values
E_LUMO	-0.064	eV
electronic energy	-69784.721	eV
HOMO	-9.56	eV
Kohn-Sham gap	9.50	eV



4.
Entry from the Open Molecules 2025 dataset: a single C5H9NOS molecule at a distorted geometry (ωB97M-V/def2-TZVPD).

ORCA input file:
```
! RIJCOSX wB97M-V def2-TZVPD def2/J DEFGRID3
* xyz 0 1
C 3.00 -0.89 -0.04
C 0.52 -0.44 -0.49
C -0.60 0.29 -0.44
C -3.23 -0.17 0.75
C -0.20 1.65 -0.40
H 3.85 -0.66 -0.73
H 2.68 -1.89 -0.31
H 3.16 -0.78 1.05
H 2.00 0.95 -0.10
H 0.36 -1.58 -0.42
H -4.36 -0.38 0.38
H -3.32 0.96 0.97
H -3.16 -0.90 1.69
H -1.11 2.29 -0.93
N 1.75 -0.15 -0.06
O 0.90 2.01 -0.06
S -2.23 -0.32 -0.86
*
```

Calculated values
SMILES	CN/C=C(\C=O)SC
E_LUMO	0.750	eV
electronic energy	-19700.351	eV
HOMO	-8.41	eV
Kohn-Sham gap	9.16	eV



5.
Entry from the Open Molecules 2025 dataset: a molecular structure, C25H46AlF12NO9P2 at a distorted geometry (ωB97M-V/def2-TZVPD).

ORCA input file:
```
! RIJCOSX wB97M-V def2-TZVPD def2/J DEFGRID3
* xyz 0 1
Al 0.19 1.93 3.41
C 3.32 -0.54 3.83
C 3.98 -0.09 2.52
C 3.79 -1.32 1.50
C 4.25 -0.94 0.06
C 3.37 0.24 -0.27
C 3.59 1.57 0.53
N 3.36 1.15 1.94
O 3.27 2.02 2.82
C 2.41 2.51 0.07
C 4.98 2.17 0.24
C 5.49 0.19 2.82
H 3.53 0.14 4.66
H 3.44 -1.60 4.02
H 2.26 -0.37 3.63
H 2.79 -1.73 1.64
H 4.50 -2.11 1.75
H 3.98 -1.76 -0.61
H 5.32 -0.72 -0.03
H 2.31 0.03 -0.15
H 3.53 0.50 -1.32
H 2.62 2.91 -0.92
H 2.35 3.42 0.67
H 1.45 2.02 0.22
H 5.10 2.32 -0.83
H 5.76 1.43 0.42
H 5.19 3.05 0.85
H 5.64 1.20 3.18
H 6.18 -0.03 2.01
H 5.88 -0.56 3.52
P -0.85 -1.12 1.45
F -1.70 -2.37 1.90
F 0.19 -1.23 2.74
F 0.14 -2.09 0.56
F 0.00 0.20 0.96
F -1.86 -0.88 0.24
F -1.60 -0.17 2.53
P -3.08 3.13 4.55
F -4.43 2.93 3.64
F -2.51 1.71 3.97
F -2.19 3.90 3.44
F -1.73 3.08 5.53
F -3.51 4.55 5.13
F -3.77 2.24 5.74
C -4.18 -1.64 -1.83
C -4.69 -0.21 -1.94
C -6.24 -0.39 -1.89
O -6.42 -1.66 -2.51
C -5.43 -2.50 -1.94
H -3.68 -1.89 -0.90
H -3.49 -1.96 -2.61
H -4.35 0.11 -2.92
H -4.30 0.39 -1.12
H -6.76 0.35 -2.49
H -6.76 -0.47 -0.93
H -5.17 -3.35 -2.57
H -5.75 -2.93 -0.99
C -2.72 4.71 0.36
C -3.43 3.35 0.17
C -2.30 2.35 0.55
O -1.18 3.06 0.99
C -1.25 4.37 0.49
H -3.05 5.21 1.27
H -2.96 5.43 -0.42
H -3.73 3.15 -0.86
H -4.34 3.16 0.75
H -2.01 1.65 -0.24
H -2.84 1.68 1.23
H -0.70 4.47 -0.46
H -0.75 5.11 1.11
C -2.14 0.45 -4.47
C -1.36 0.56 -3.13
C 0.00 -0.12 -3.24
O 0.93 0.95 -3.18
C 0.30 2.14 -2.98
O 0.88 3.15 -2.70
O -0.99 1.96 -2.98
H -1.43 0.69 -5.27
H -2.95 1.18 -4.46
H -2.43 -0.58 -4.71
H -1.92 0.41 -2.21
H 0.25 -0.61 -4.17
H 0.08 -0.79 -2.38
C 0.22 -4.87 -1.62
C 1.59 -5.37 -2.07
C 2.81 -4.91 -1.26
O 3.27 -6.12 -0.65
C 2.55 -7.18 -1.06
O 2.77 -8.32 -0.83
O 1.50 -6.77 -1.79
H -0.55 -5.52 -2.04
H -0.02 -3.81 -1.63
H 0.08 -5.16 -0.58
H 1.87 -5.21 -3.11
H 2.66 -4.18 -0.46
H 3.55 -4.40 -1.88
*
```

Calculated values
E_LUMO	-4.900	eV
electronic energy	-104379.892	eV
HOMO	-9.62	eV
Kohn-Sham gap	4.72	eV



6.
Entry from the Open Molecules 2025 dataset: 2 unconnected molecules or ions with the total composition C5H15N2O at a distorted geometry (ωB97M-V/def2-TZVPD).

ORCA input file:
```
! RIJCOSX wB97M-V def2-TZVPD def2/J DEFGRID3
* xyz 1 1
C -0.66 0.89 -1.73
C 0.55 0.91 -0.84
C 0.42 -0.27 0.15
C -0.66 -1.03 0.20
N -0.78 -2.31 0.79
C 1.67 -0.38 0.85
N -0.96 2.11 -2.85
H -1.60 1.02 -1.22
H -0.61 0.05 -2.52
H 0.69 1.74 -0.22
H 1.43 0.79 -1.49
H -1.74 -0.67 0.00
H -1.47 -2.91 0.29
H 0.01 -2.69 1.09
H 2.65 0.18 0.57
H 2.06 -1.45 0.98
H 1.49 0.11 1.83
H -1.64 1.58 -3.50
H -0.25 2.30 -3.45
H -1.55 2.75 -2.30
H 0.85 -1.25 4.13
H 0.09 -0.35 4.81
O -0.01 -1.12 4.42
*
```

Calculated values
E_LUMO	-3.772	eV
electronic energy	-10446.287	eV
HOMO	-11.13	eV
Kohn-Sham gap	7.36	eV